Entry 1:
250
Properties=species:S:1:pos:R:3 method="wB97M-V/def2-TZVPD" total_charge=-2 homo_ev="-1.99 / -2.01" orbital_gap_ha="0.1651 / 0.1701" lumo_energy_ha="0.0918 / 0.0964" spin_multiplicity=4
Cr -0.9163 21.0604 21.1299
N -1.7762 22.0598 22.5639
S -3.0657 22.1953 23.3129
O -3.7400 23.3918 22.9256
O -3.3246 21.4639 24.5052
F -3.8140 21.2397 22.2351
S -1.0703 23.2329 23.6565
O -1.7208 23.7869 24.8552
O -0.0556 24.0751 23.0172
F -0.0686 22.1404 24.2984
C 3.3435 20.5258 21.0345
C 1.9749 20.8470 20.8419
C 1.3048 20.3772 19.4806
O 0.0907 20.4142 19.5175
C 2.1384 19.8462 18.4550
C 3.4399 19.6417 18.6704
C 4.0912 19.9670 20.0377
O 5.2725 19.5830 20.3653
O 4.0473 19.2731 17.6194
O 1.0843 21.2571 21.6339
H 3.7237 20.6453 22.0382
H 1.6611 19.6134 17.5146
C -2.3512 15.5991 22.1319
C -2.5229 16.9590 22.3015
C -1.2230 17.8275 22.1331
O -1.1714 19.1474 22.1854
C -0.1055 17.3089 21.6124
C 0.1143 15.9138 21.3502
C -1.1188 14.8912 21.6900
O -0.9054 13.6563 21.7240
O 1.0976 15.3869 20.7525
O -3.7053 17.4049 22.5682
H -3.1977 14.9567 22.3251
H 0.7526 17.8579 21.2535
C 4.7035 20.1777 31.5077
O 5.6265 21.2466 31.4405
C 5.1434 22.3904 30.6944
C 5.0801 22.0097 29.1842
N 6.4199 21.5061 28.8169
C 6.5143 20.6436 27.7033
C 6.6162 21.3160 26.3403
O 5.2560 21.3911 25.8337
C 5.1591 21.4507 24.4141
H 5.3789 19.3537 31.7378
H 4.0665 19.9933 30.6427
H 4.1328 20.3826 32.4135
H 5.7273 23.2806 30.9280
H 4.2018 22.6116 31.1969
H 4.7964 22.8026 28.4922
H 4.3300 21.2265 29.0750
H 6.7683 21.1128 29.6794
H 5.6854 19.9401 27.7827
H 7.4437 20.1473 27.9825
H 7.1266 20.6846 25.6130
H 7.1860 22.2445 26.3759
H 4.1224 21.5591 24.0954
H 5.7215 20.6351 23.9596
H 5.6703 22.3641 24.1098
C 0.1605 23.9671 19.8969
O -0.7859 22.8990 20.0684
C -2.0569 23.2227 19.5176
C -2.6170 21.9316 18.8756
N -2.6529 20.9223 19.8958
C -2.8726 19.6471 19.0838
C -4.3923 19.3645 18.5632
O -4.8559 20.3996 17.7352
C -6.2519 20.3970 17.5351
H 0.4191 24.1703 18.8577
H 1.1005 23.7627 20.4094
H -0.1741 24.9058 20.3384
H -1.8403 23.9644 18.7487
H -2.7128 23.5814 20.3108
H -1.9467 21.7085 18.0455
H -3.5680 22.0821 18.3649
H -3.5869 21.0255 20.2662
H -2.7065 18.7443 19.6715
H -2.1840 19.6548 18.2389
H -4.9666 19.1092 19.4538
H -4.1816 18.4243 18.0535
H -6.6758 21.1443 16.8643
H -6.8766 20.5720 18.4111
H -6.5740 19.4471 17.1086
C -5.9057 20.7012 27.1477
O -6.6797 19.8358 28.0295
C -6.3039 18.4864 28.0152
C -7.4491 17.5584 28.4893
N -7.7398 17.8418 29.8855
C -8.6374 16.8466 30.4427
C -9.9311 17.4594 30.9638
O -9.5689 18.5993 31.7782
C -10.6107 19.5677 31.9332
H -5.8309 21.7141 27.5434
H -6.4876 20.9229 26.2531
H -4.8603 20.4560 26.9606
H -5.5204 18.5338 28.7716
H -5.9613 18.1618 27.0327
H -7.2516 16.5008 28.3144
H -8.3187 17.6937 27.8463
H -8.2186 18.7139 30.0594
H -8.1305 16.5437 31.3588
H -8.9560 16.0131 29.8166
H -10.5043 16.6854 31.4742
H -10.5078 17.8572 30.1288
H -11.1383 19.2675 32.8386
H -11.2164 19.8533 31.0731
H -9.9970 20.4363 32.1718
C 0.0624 29.2738 30.7081
O 1.0260 28.3856 30.1886
C 0.5812 27.0792 29.7793
C -0.1026 27.0830 28.3946
N 0.7845 27.3107 27.2154
C 1.3260 28.7215 27.1840
C 0.3934 29.7214 26.5190
O -0.3360 29.3436 25.3285
C -1.7190 28.9745 25.5961
H 0.4886 30.2664 30.5627
H -0.1755 29.1180 31.7603
H -0.8390 29.2860 30.0954
H -0.1735 26.7022 30.4695
H 1.4062 26.3679 29.8187
H -0.9248 27.7972 28.4382
H -0.5915 26.1214 28.2380
H 0.3215 27.1806 26.3273
H 2.1197 28.6676 26.4388
H 1.8111 29.0427 28.1056
H 0.9774 30.6059 26.2645
H -0.3197 30.0537 27.2735
H -2.1964 28.9403 24.6168
H -2.2642 29.6533 26.2519
H -1.6842 27.9422 25.9442
C 1.3574 22.5946 29.4883
O 1.2972 22.2494 30.9224
C 1.4071 23.4618 31.6750
C 1.3364 22.8862 33.1051
N 1.5671 23.9747 34.1071
C 1.2639 23.6173 35.5106
C 1.6740 24.7197 36.5387
O 0.7248 24.6668 37.6630
C 0.7769 23.4433 38.4071
H 1.3424 21.6520 28.9411
H 2.3012 23.1397 29.4703
H 0.5358 23.1913 29.0921
H 0.5383 24.0968 31.5017
H 2.3941 23.9216 31.6242
H 2.0005 22.0370 33.2664
H 0.3614 22.4539 33.3301
H 2.4470 24.4584 33.9977
H 1.8175 22.7015 35.7178
H 0.2541 23.2340 35.6574
H 1.6972 25.6404 35.9557
H 2.7127 24.7000 36.8687
H 1.5926 22.7764 38.1278
H -0.1358 22.9257 38.1116
H 0.7303 23.6348 39.4791
C -5.1018 30.6323 31.1262
O -5.2169 30.1989 29.7734
C -4.9144 31.3156 28.9328
C -5.5679 30.8720 27.6408
N -4.9406 29.8020 26.9353
C -5.8828 28.9666 26.1716
C -5.1203 27.7452 25.7987
O -5.1021 26.8185 26.8974
C -4.9706 25.4231 26.4924
H -5.7487 31.4479 31.4493
H -4.0892 30.8865 31.4393
H -5.4408 29.7676 31.6968
H -3.8516 31.3055 28.6911
H -5.2253 32.2887 29.3131
H -5.4235 31.6609 26.9025
H -6.6557 30.9382 27.6222
H -4.5763 29.2860 27.7234
H -6.3003 29.4212 25.2732
H -6.7400 28.6300 26.7548
H -4.1862 27.9541 25.2771
H -5.7223 27.2939 25.0100
H -5.5476 25.0662 25.6393
H -4.8880 24.5300 27.1117
H -4.0913 25.3871 25.8493
C -2.8503 22.7378 29.0702
O -1.6825 22.0878 28.7777
C -1.9242 21.0217 27.8226
C -0.6710 20.1161 27.6491
N -1.1010 19.0337 26.7391
C -0.1611 17.9691 26.6308
C 1.1686 18.4431 26.0469
O 1.6018 17.6789 24.9492
C 2.5199 18.3169 24.1386
H -3.4029 22.1405 29.7954
H -3.3701 23.1199 28.1916
H -2.5954 23.5594 29.7397
H -2.4282 21.2283 26.8785
H -2.6546 20.4008 28.3413
H -0.2919 19.7917 28.6182
H 0.0146 20.7728 27.1136
H -1.6794 19.1515 25.9196
H -0.6335 17.2697 25.9411
H 0.0521 17.3246 27.4836
H 1.9314 18.4030 26.8245
H 1.0706 19.4911 25.7637
H 3.4631 18.5920 24.6106
H 2.0138 18.9777 23.4349
H 2.8989 17.4838 23.5465
C -0.3695 30.4234 14.6800
O -1.0502 30.5739 15.9788
C -2.0415 29.6267 16.2447
C -2.3142 29.5471 17.8018
N -1.1810 28.9286 18.4891
C -1.2897 28.9254 19.9442
C -0.0268 28.2538 20.5066
O 1.0935 29.1726 20.6617
C 1.1156 29.7574 21.9396
H -0.8549 30.2750 13.7154
H 0.3001 29.5654 14.6194
H 0.2698 31.2814 14.4716
H -1.9248 28.6621 15.7509
H -2.9458 30.1309 15.9039
H -3.0546 28.7508 17.8772
H -2.6265 30.4683 18.2938
H -0.2591 29.1608 18.1480
H -2.1122 28.2613 20.2103
H -1.5260 29.9402 20.2643
H 0.2149 27.3343 19.9736
H -0.3742 27.8443 21.4552
H 2.0124 30.3721 21.8622
H 1.3018 28.9146 22.6053
H 0.3089 30.4305 22.2301
C -10.2279 19.9589 24.3382
O -9.1699 20.8174 24.2496
C -7.9598 20.1819 23.8909
C -7.8712 19.7279 22.4374
N -8.0491 20.7847 21.3898
C -6.8136 21.5918 21.2800
C -7.0340 22.5769 20.1035
O -5.8851 23.1449 19.5932
C -6.0418 24.2928 18.7551
H -10.1113 19.3218 25.2149
H -10.2908 19.4002 23.4044
H -11.2246 20.4002 24.3373
H -7.7284 19.3379 24.5407
H -7.0575 20.7173 24.1868
H -8.5718 18.9069 22.2849
H -6.9031 19.2329 22.3606
H -8.9301 21.2142 21.6336
H -6.0706 20.9390 20.8218
H -6.4040 22.0623 22.1739
H -7.4973 23.4022 20.6443
H -7.6858 22.2272 19.3029
H -6.6886 24.9865 19.2922
H -6.3884 24.0626 17.7476
H -5.1065 24.7880 18.4944

---

Entry 2:
221
Properties=species:S:1:pos:R:3 method="wB97M-V/def2-TZVPD" e_above_lowest_kj_mol=107.86 total_charge=+6 homo_ev=-18.30 orbital_gap_ha=0.2829 lumo_energy_ha=-0.3897
C -0.3487 -0.6408 1.6073
C 0.3612 0.6710 1.2409
C 1.4490 0.8907 2.3207
O 0.8163 0.7707 -0.0231
H 0.3559 -1.4753 1.7738
H -1.0520 -1.0136 0.8513
H -0.9605 -0.6651 2.5204
H -0.4326 1.4230 1.5226
H 2.0180 1.8217 2.2910
H 2.2223 0.1194 2.1439
H 1.0907 0.6639 3.3297
C 2.0357 1.9228 -7.6921
C 0.8552 2.8641 -7.4915
C 0.5120 3.0713 -6.0051
C -0.1034 1.8315 -5.4029
N -0.5817 1.9731 -3.9706
C -1.0156 0.6263 -3.4377
C -1.9762 0.9760 -2.3198
C -2.6383 2.2860 -2.7275
C -1.7672 2.9150 -3.8009
C 0.5797 2.3788 -3.1211
H 2.3996 1.9982 -8.7175
H 1.7507 0.8774 -7.5582
H 2.8921 2.1946 -7.0701
H -0.0086 2.5573 -8.0829
H 1.1211 3.8581 -7.8569
H -0.1366 3.9445 -5.8748
H 1.4606 3.3446 -5.5355
H 0.6550 1.0471 -5.3410
H -0.9362 1.4282 -5.9802
H -0.2060 -0.0132 -3.1042
H -1.5946 0.1574 -4.2359
H -1.5071 0.9414 -1.3307
H -2.7668 0.2248 -2.2153
H -2.9356 2.8183 -1.8207
H -3.6311 2.1292 -3.1628
H -1.4255 3.9275 -3.5892
H -2.1585 2.9618 -4.8163
H 0.2072 2.4795 -2.0988
H 0.9078 3.3644 -3.4442
H 1.4003 1.6708 -3.1273
C 4.5276 4.7573 -5.0033
C 4.4377 3.6708 -3.9272
C 4.7195 4.1954 -2.5223
C 4.5089 3.0936 -1.5013
N 4.3871 3.5348 -0.0946
C 4.7483 2.3981 0.8479
C 5.3164 3.0245 2.1393
C 5.6562 4.4777 1.7598
C 5.5447 4.5070 0.2476
C 3.0383 4.0308 0.3150
H 5.5578 5.0331 -5.2125
H 3.9947 5.6728 -4.7172
H 3.9827 4.4858 -5.9080
H 5.2009 2.9124 -4.1415
H 3.4761 3.1668 -4.0878
H 4.0218 5.0210 -2.3292
H 5.7089 4.6527 -2.5524
H 5.1958 2.2652 -1.6754
H 3.5498 2.6514 -1.8042
H 3.8737 1.7741 1.0373
H 5.4947 1.7798 0.3558
H 4.6378 2.9742 2.9847
H 6.2156 2.4411 2.3290
H 4.9406 5.1553 2.2176
H 6.6787 4.7628 1.9953
H 5.2689 5.4545 -0.2074
H 6.4222 4.0751 -0.2280
H 2.7498 4.7999 -0.3978
H 3.1756 4.4295 1.3156
H 2.3753 3.1632 0.3344
C -3.2931 -11.5107 -4.1319
C -1.8492 -11.0584 -3.9199
C -1.6285 -9.5886 -4.2428
C -2.3285 -8.6863 -3.2690
N -1.9489 -7.2081 -3.3857
C -2.6157 -6.3552 -2.3215
C -1.5858 -5.3066 -1.9029
C -0.2053 -5.8075 -2.3347
C -0.4689 -7.0668 -3.1755
C -2.2755 -6.7699 -4.7769
H -3.3136 -12.5704 -4.3996
H -3.7680 -11.0902 -5.0261
H -3.9519 -11.3942 -3.2738
H -1.1512 -11.6975 -4.4541
H -1.6079 -11.2258 -2.8630
H -2.0134 -9.4309 -5.2539
H -0.5496 -9.4111 -4.3014
H -2.1191 -8.9483 -2.2322
H -3.3908 -8.7297 -3.5128
H -3.3897 -5.8313 -2.8753
H -2.9846 -7.0252 -1.5540
H -1.7899 -4.3648 -2.4264
H -1.6282 -4.9833 -0.8624
H 0.4837 -5.0886 -2.7817
H 0.4072 -6.1262 -1.4868
H 0.1536 -7.1065 -4.0634
H -0.1427 -7.9262 -2.5892
H -3.2750 -7.0930 -5.0518
H -1.5298 -7.1403 -5.4684
H -2.2181 -5.6796 -4.8082
C 3.1985 -6.6375 -2.7829
C 4.1931 -5.5233 -3.0878
C 3.9374 -4.0141 -2.9335
C 3.9040 -3.5449 -1.4881
N 4.0125 -2.0390 -1.3283
C 5.4893 -1.7026 -1.2614
C 5.9008 -1.7976 0.2209
C 4.5896 -1.9745 0.9809
C 3.5123 -1.5193 0.0103
C 3.2944 -1.2455 -2.3805
H 2.4377 -6.7528 -3.5672
H 2.5858 -6.5845 -1.8786
H 3.7104 -7.5969 -2.7548
H 4.5308 -5.6718 -4.1131
H 5.0685 -5.7495 -2.4662
H 3.0198 -3.7463 -3.4664
H 4.7970 -3.5317 -3.4052
H 4.7513 -3.9777 -0.9554
H 3.0204 -3.8617 -0.9275
H 5.6485 -0.7135 -1.6810
H 6.0034 -2.4655 -1.8381
H 6.4585 -0.9041 0.4923
H 6.5535 -2.6443 0.4214
H 4.5671 -1.3401 1.8717
H 4.4085 -2.9764 1.3747
H 3.6088 -0.4310 0.0152
H 2.4616 -1.6968 0.2271
H 2.2502 -1.5351 -2.2996
H 3.6988 -1.4969 -3.3568
H 3.4706 -0.2006 -2.1522
C -1.8793 -0.5523 6.0190
C -0.6797 -0.1043 6.8834
C 0.6757 -0.5747 6.3666
C 0.7078 -2.0847 6.1475
N 2.1166 -2.6191 5.9706
C 2.1034 -4.1119 5.7129
C 2.3358 -4.7402 7.0674
C 3.4088 -3.8217 7.6756
C 2.9888 -2.4357 7.2183
C 2.7356 -1.9632 4.7828
H -1.6894 -0.6652 4.9489
H -2.6927 0.1579 6.1633
H -2.2542 -1.5096 6.3905
H -0.9013 -0.3451 7.9207
H -0.6863 0.9854 6.7960
H 1.4757 -0.3406 7.0730
H 0.8912 -0.0069 5.4608
H 0.1829 -2.3263 5.2248
H 0.3409 -2.6289 7.0169
H 2.9185 -4.4225 5.0619
H 1.1653 -4.3746 5.2262
H 2.7314 -5.7501 6.9852
H 1.4192 -4.7551 7.6554
H 4.4267 -4.0214 7.3489
H 3.3302 -3.9899 8.7475
H 3.7874 -1.7462 6.9564
H 2.4083 -1.9167 7.9792
H 3.6932 -2.4327 4.5603
H 3.0016 -0.9301 4.9972
H 2.0757 -2.0368 3.9213
C -8.8034 3.8621 3.9853
C -7.4540 4.2184 3.3503
C -7.1861 3.7726 1.9227
C -7.1409 2.2504 1.8658
N -6.5101 1.6633 0.6135
C -5.0500 1.9904 0.5606
C -4.2426 0.7576 1.0063
C -5.1773 -0.3993 0.6326
C -6.5877 0.1411 0.8086
C -7.2702 2.0521 -0.6085
H -9.4508 4.7384 3.9778
H -8.6578 3.6408 5.0406
H -9.3568 3.0671 3.4882
H -6.5850 3.9298 3.9625
H -7.3209 5.3030 3.4321
H -6.2470 4.1852 1.5406
H -7.9346 4.1937 1.2435
H -8.1226 1.8110 2.0148
H -6.4803 1.9975 2.6992
H -4.8263 2.1062 -0.5048
H -4.6842 2.9090 1.0056
H -3.3499 0.6794 0.3889
H -4.0153 0.7476 2.0698
H -4.9736 -0.7249 -0.3880
H -5.0531 -1.2537 1.2957
H -7.2943 -0.2877 0.1030
H -6.9610 -0.0915 1.8015
H -7.3586 3.1355 -0.6370
H -8.2737 1.6380 -0.5682
H -6.7307 1.6835 -1.4766
C -3.4365 3.0635 4.3972
C -2.0604 3.7296 4.5815
C -1.4125 4.0298 3.2319
C -1.9489 5.3040 2.6363
N -1.4320 5.5922 1.2243
C -2.0193 6.9352 0.7794
C -0.9456 7.9716 1.0432
C 0.3467 7.2221 0.7637
C 0.0915 5.7478 1.1096
C -1.8503 4.5219 0.2844
H -3.3893 2.0342 4.0216
H -4.0622 3.6467 3.7189
H -3.9010 2.9443 5.3769
H -1.4122 3.0796 5.1653
H -2.2892 4.6257 5.1608
H -1.5636 3.1588 2.5882
H -0.3342 4.1451 3.3584
H -1.5896 6.1967 3.1583
H -3.0291 5.4268 2.5727
H -2.1826 6.8622 -0.2921
H -2.9314 7.1434 1.3296
H -1.0532 8.8360 0.3942
H -0.8883 8.3074 2.0798
H 0.6160 7.2689 -0.3004
H 1.2573 7.6209 1.2083
H 0.4007 5.0760 0.3214
H 0.5157 5.5590 2.0913
H -1.2479 3.6112 0.2893
H -1.8576 4.9144 -0.7294
H -2.8484 4.1854 0.5699